The following is a DFT calculation (the ωB97M-V functional and the def2-TZVPD basis) of a 11-piece molecular cluster, C19H33F4N7O26 overall in a non-equilibrium geometry.

Summary:
SMILES: O=C1OC[C@@H](F)O1.O=C1OC[C@@H](F)O1.O=C1OC[C@@H](F)O1.O=C1OC[C@@H](F)O1.C[N+](=O)[O-].C[N+](=O)[O-].C[N+](=O)[O-].C[N+](=O)[O-].C[N+](=O)[O-].C[N+](=O)[O-].C[N+](=O)[O-]
Relative energy (zero: lowest compared OMol25 entry of this formula, charge and spin): 434.6 kJ/mol
Orbital gap: 10.565 eV
Total charge: 0
LUMO level: -0.3 eV

Geometry (Å):
C (0.991, -0.970, 7.082)
C (2.082, -1.035, 8.138)
O (2.020, 0.365, 8.515)
C (0.753, 0.734, 8.569)
O (0.254, 1.680, 9.252)
O (0.022, -0.031, 7.753)
F (3.243, -1.210, 7.565)
H (0.605, -1.973, 6.900)
H (1.392, -0.578, 6.147)
H (1.975, -1.770, 8.936)
C (3.363, 9.004, 4.656)
C (4.632, 8.127, 4.847)
O (4.114, 6.923, 5.110)
C (2.862, 6.876, 4.499)
O (2.215, 5.874, 4.232)
O (2.476, 8.103, 4.115)
F (5.312, 8.541, 5.872)
H (3.627, 9.802, 3.963)
H (2.874, 9.275, 5.592)
H (5.219, 8.076, 3.930)
C (8.194, 3.658, -0.599)
C (8.103, 2.565, -1.617)
O (7.819, 1.440, -0.882)
C (7.164, 1.806, 0.195)
O (6.585, 1.091, 1.037)
O (7.567, 3.059, 0.498)
F (9.252, 2.625, -2.277)
H (7.756, 4.577, -0.990)
H (9.212, 3.922, -0.312)
H (7.372, 2.719, -2.411)
C (-0.863, -8.476, -1.304)
C (0.521, -9.136, -1.197)
O (0.081, -10.444, -0.771)
C (-1.165, -10.361, -0.193)
O (-1.761, -11.191, 0.497)
O (-1.633, -9.191, -0.355)
F (1.324, -8.578, -0.321)
H (-1.288, -8.495, -2.308)
H (-1.047, -7.443, -1.005)
H (0.954, -9.098, -2.196)
C (7.100, -3.936, -6.330)
N (6.653, -5.328, -6.746)
O (6.687, -5.556, -7.974)
O (6.021, -5.925, -5.954)
H (8.027, -4.148, -5.797)
H (6.186, -3.489, -5.939)
H (7.289, -3.427, -7.275)
C (-0.500, 0.122, -1.352)
N (0.889, -0.013, -1.865)
O (1.247, -1.179, -2.071)
O (1.554, 1.007, -2.096)
H (-0.430, 0.294, -0.278)
H (-0.929, -0.817, -1.702)
H (-0.972, 0.920, -1.924)
C (-6.564, -5.048, 3.742)
N (-6.195, -3.678, 3.235)
O (-7.097, -2.823, 3.181)
O (-5.020, -3.412, 2.942)
H (-7.305, -5.548, 3.117)
H (-6.808, -4.976, 4.802)
H (-5.655, -5.592, 3.489)
C (-8.139, 1.111, -2.351)
N (-7.973, 2.142, -3.516)
O (-7.995, 3.370, -3.214)
O (-7.732, 1.729, -4.624)
H (-9.031, 0.500, -2.490)
H (-8.297, 1.618, -1.399)
H (-7.391, 0.320, -2.415)
C (-4.809, 4.576, 4.685)
N (-4.748, 5.022, 3.233)
O (-5.012, 6.140, 2.904)
O (-4.523, 4.135, 2.441)
H (-5.745, 5.009, 5.039)
H (-3.928, 5.033, 5.136)
H (-4.835, 3.487, 4.652)
C (-2.001, 6.084, -4.833)
N (-0.828, 7.037, -4.525)
O (0.312, 6.610, -4.596)
O (-1.112, 8.254, -4.321)
H (-1.550, 5.203, -5.289)
H (-2.654, 6.560, -5.565)
H (-2.528, 5.987, -3.884)
C (-4.328, -5.995, -7.502)
N (-3.545, -4.782, -7.137)
O (-2.995, -4.115, -8.044)
O (-3.446, -4.440, -5.959)
H (-5.394, -5.770, -7.489)
H (-4.092, -6.803, -6.809)
H (-4.037, -6.330, -8.497)



The following is a DFT calculation (the ωB97M-V functional and the def2-TZVPD basis) of a 3-piece molecular cluster, C19H33N3O6S2 overall in a non-equilibrium geometry.

Summary:
SMILES: [H]/N=C(\C)C[C@@H](C#N)[C@@H](C#N)OCCOCC.O=S1(=O)CCCC1.O=S1(=O)CCCC1
Relative energy (zero: lowest compared OMol25 entry of this formula, charge and spin): 0.0 kJ/mol
Orbital gap: 10.076 eV
Total charge: 0
LUMO level: 0.4 eV

Geometry (Å):
C (5.020, -2.994, -1.951)
C (5.186, -1.426, -2.392)
O (3.979, -0.734, -1.985)
C (3.275, -0.112, -3.082)
C (1.783, -0.772, -3.247)
O (0.715, 0.204, -3.223)
C (0.067, 0.329, -1.950)
C (1.013, 0.180, -0.667)
N (1.748, 0.109, 0.291)
C (-1.232, -0.606, -1.742)
C (-1.032, -2.140, -2.127)
N (-0.775, -3.191, -2.682)
C (-2.566, 0.004, -2.476)
C (-3.401, -1.129, -3.254)
C (-4.450, -2.003, -2.395)
N (-3.252, -1.385, -4.542)
H (3.954, -3.344, -2.211)
H (5.739, -3.595, -2.638)
H (5.316, -3.183, -0.862)
H (6.059, -0.973, -1.799)
H (5.387, -1.443, -3.518)
H (3.065, 0.988, -2.759)
H (3.848, -0.048, -4.069)
H (1.789, -1.213, -4.324)
H (1.630, -1.685, -2.561)
H (-0.337, 1.420, -1.909)
H (-1.490, -0.586, -0.608)
H (-3.283, 0.497, -1.712)
H (-2.232, 0.840, -3.198)
H (-4.526, -3.026, -2.902)
H (-5.506, -1.533, -2.402)
H (-4.127, -2.120, -1.292)
H (-3.912, -2.160, -4.780)
C (1.476, -1.509, 3.539)
C (1.956, -1.675, 4.982)
C (0.756, -1.423, 5.897)
S (-0.696, -1.872, 4.953)
O (-1.479, -0.680, 4.719)
O (-1.271, -3.077, 5.507)
C (0.168, -2.285, 3.448)
H (2.212, -1.878, 2.822)
H (1.299, -0.450, 3.328)
H (2.323, -2.696, 5.129)
H (2.778, -0.995, 5.215)
H (0.803, -2.033, 6.800)
H (0.672, -0.368, 6.165)
H (-0.436, -2.008, 2.584)
H (0.349, -3.362, 3.451)
C (-0.638, 4.182, 0.496)
C (-1.399, 5.393, 1.038)
C (-2.889, 5.145, 0.795)
S (-3.107, 3.370, 0.794)
O (-3.513, 2.957, -0.532)
O (-3.835, 2.978, 1.979)
C (-1.385, 2.959, 1.012)
H (0.405, 4.180, 0.818)
H (-0.654, 4.196, -0.600)
H (-1.212, 5.489, 2.113)
H (-1.071, 6.321, 0.565)
H (-3.504, 5.584, 1.582)
H (-3.204, 5.525, -0.178)
H (-1.147, 2.047, 0.465)
H (-1.209, 2.814, 2.081)



The following is a DFT calculation (the ωB97M-V functional and the def2-TZVPD basis) of C19H33N9O5P2PtS2 as an isolated structure.

Summary:
Relative energy (zero: lowest compared OMol25 entry of this formula, charge and spin): 11.4 kJ/mol
Orbital gap: 7.673 eV
Total charge: 0
LUMO level: 0.1 eV

Geometry (Å):
Pt (0.322, 0.215, -1.774)
C (2.114, 0.605, 1.466)
N (0.857, 0.672, 2.202)
C (0.992, 0.587, 3.649)
P (-0.620, 0.390, 1.552)
O (-0.533, 0.040, 0.109)
O (-1.478, 1.667, 1.951)
P (-1.664, 3.139, 1.271)
O (-2.394, 3.158, 0.009)
N (-2.464, 3.862, 2.520)
C (-2.220, 3.651, 3.932)
C (-3.213, 5.074, 2.212)
N (-0.107, 3.663, 1.119)
C (0.310, 4.405, -0.065)
C (0.715, 3.869, 2.294)
N (-1.434, -0.759, 2.401)
C (-1.309, -2.144, 1.952)
C (-2.648, -0.496, 3.162)
H (2.765, 1.410, 1.818)
H (1.937, 0.746, 0.403)
H (2.612, -0.354, 1.608)
H (1.760, 1.290, 3.980)
H (1.275, -0.420, 3.970)
H (0.057, 0.853, 4.143)
H (-1.676, 2.724, 4.096)
H (-3.172, 3.584, 4.465)
H (-1.643, 4.472, 4.373)
H (-3.376, 5.143, 1.139)
H (-2.684, 5.970, 2.555)
H (-4.187, 5.039, 2.706)
H (-0.293, 4.115, -0.919)
H (1.359, 4.180, -0.271)
H (0.209, 5.487, 0.075)
H (0.418, 3.199, 3.099)
H (0.658, 4.901, 2.664)
H (1.758, 3.652, 2.052)
H (-0.350, -2.302, 1.468)
H (-2.114, -2.404, 1.256)
H (-1.367, -2.805, 2.818)
H (-2.619, 0.485, 3.625)
H (-2.728, -1.245, 3.952)
H (-3.544, -0.555, 2.536)
N (-0.547, -7.210, -3.316)
C (0.099, -6.116, -2.764)
C (-0.625, -5.155, -2.049)
C (0.023, -4.093, -1.454)
C (1.405, -3.976, -1.564)
C (2.134, -4.912, -2.280)
C (1.485, -5.981, -2.871)
S (2.214, -2.599, -0.837)
O (3.627, -2.774, -0.988)
O (1.656, -2.381, 0.470)
N (1.709, -1.330, -1.730)
C (2.016, -1.167, -3.040)
N (1.336, -0.049, -3.439)
C (1.355, 0.333, -4.703)
C (2.125, -0.388, -5.600)
C (2.777, -1.514, -5.116)
N (2.724, -1.932, -3.851)
H (-1.534, -7.107, -3.483)
H (-0.064, -7.684, -4.061)
H (-1.701, -5.250, -1.963)
H (-0.540, -3.346, -0.909)
H (3.205, -4.792, -2.370)
H (2.053, -6.720, -3.422)
H (0.762, 1.201, -4.962)
H (2.192, -0.101, -6.638)
H (3.365, -2.130, -5.787)
S (-1.472, 4.146, -3.459)
C (-1.134, 2.673, -2.900)
N (-0.924, 1.593, -2.490)



The following is a DFT calculation (the ωB97M-V functional and the def2-TZVPD basis) of a 7-piece molecular cluster, C19H34BClF5N13O10 overall in a non-equilibrium geometry.

Summary:
SMILES: C[C@@H](Cl)Cc1ccc2c(c1C(F)(F)C(F)(F)F)C(=O)N(B(O)O)C2=O.NC(N)=O.NC(N)=O.NC(N)=O.NC(N)=O.NC(N)=O.NC(N)=O
Orbital gap: 8.681 eV
Total charge: 0
LUMO level: -1.0 eV

Geometry (Å):
C (5.659, -0.975, 0.658)
C (4.401, -1.276, 1.506)
Cl (4.848, -1.264, 3.254)
C (3.261, -0.287, 1.194)
C (1.861, -0.857, 1.371)
C (1.667, -2.050, 2.044)
C (0.433, -2.612, 2.232)
C (-0.673, -1.968, 1.726)
C (-0.481, -0.767, 1.068)
C (0.754, -0.189, 0.850)
C (0.786, 1.118, 0.087)
F (1.982, 1.492, -0.383)
F (-0.010, 0.947, -1.026)
C (0.178, 2.358, 0.864)
F (1.174, 3.188, 1.198)
F (-0.623, 3.051, 0.050)
F (-0.485, 2.027, 1.958)
C (-1.880, -0.279, 0.684)
O (-2.287, 0.798, 0.330)
N (-2.720, -1.409, 0.843)
B (-3.446, -1.932, -0.331)
O (-3.341, -3.265, -0.649)
O (-4.244, -1.109, -1.071)
C (-2.151, -2.340, 1.752)
O (-2.713, -3.217, 2.353)
H (5.400, -0.605, -0.337)
H (6.309, -0.286, 1.196)
H (6.169, -1.932, 0.496)
H (4.125, -2.306, 1.273)
H (3.421, 0.585, 1.838)
H (3.429, 0.000, 0.156)
H (2.506, -2.598, 2.455)
H (0.328, -3.553, 2.762)
H (-2.445, -3.497, -0.920)
H (-4.507, -0.367, -0.506)
C (-6.797, -0.789, 2.524)
O (-6.086, 0.086, 2.984)
N (-6.288, -1.883, 1.880)
N (-8.161, -0.751, 2.611)
H (-6.849, -2.616, 1.491)
H (-5.289, -1.939, 1.804)
H (-8.567, 0.038, 3.077)
H (-8.763, -1.460, 2.239)
C (-4.204, 5.476, -0.551)
O (-5.308, 5.951, -0.754)
N (-4.019, 4.320, 0.153)
N (-3.056, 6.058, -1.014)
H (-3.120, 3.911, 0.329)
H (-4.838, 3.863, 0.508)
H (-3.153, 6.908, -1.537)
H (-2.140, 5.683, -0.860)
C (5.265, -5.109, 5.448)
O (4.709, -5.645, 4.504)
N (5.640, -3.797, 5.428)
N (5.557, -5.780, 6.604)
H (6.096, -3.335, 6.191)
H (5.438, -3.279, 4.591)
H (5.294, -6.747, 6.651)
H (6.012, -5.360, 7.391)
C (1.293, 3.433, -3.979)
O (1.823, 4.437, -4.424)
N (0.854, 2.416, -4.782)
N (1.091, 3.237, -2.643)
H (0.415, 1.584, -4.437)
H (0.985, 2.525, -5.770)
H (1.400, 3.962, -2.023)
H (0.658, 2.418, -2.258)
C (-5.045, -1.456, -4.999)
O (-4.009, -2.052, -5.247)
N (-6.014, -1.250, -5.945)
N (-5.321, -0.948, -3.765)
H (-6.871, -0.764, -5.766)
H (-5.841, -1.612, -6.864)
H (-4.631, -1.082, -3.045)
H (-6.165, -0.456, -3.542)
C (6.344, 2.079, -2.385)
O (6.177, 1.918, -1.188)
N (6.707, 1.058, -3.221)
N (6.182, 3.291, -2.990)
H (6.849, 1.170, -4.206)
H (6.837, 0.154, -2.810)
H (5.914, 4.061, -2.407)
H (6.312, 3.446, -3.972)